# 1
Molecular formula: C24H31AuFN2O4P2Si
Method: DFT, ωB97M-V with the def2-TZVPD basis set

Each line ends with the natural charge from an NBO analysis.
Element x y z (Å)
Au -2.551 -1.122 -1.248  0.446
C -3.178 -1.045 -4.729  -0.949
P -1.942 -1.083 -3.405  1.012
C -1.043 -2.607 -3.820  -0.962
C -0.758 0.268 -3.711  -0.384
C 0.546 -0.018 -4.115  -0.197
C 1.473 1.004 -4.266  -0.195
C 1.111 2.314 -4.003  -0.198
C -0.181 2.606 -3.591  -0.141
C -1.128 1.600 -3.428  -0.315
P -2.841 1.947 -2.826  0.776
C -3.256 3.434 -3.825  -0.928
C -2.471 2.754 -1.212  -0.928
H -2.652 -1.087 -5.682  0.249
H -3.777 -0.140 -4.674  0.267
H -3.825 -1.916 -4.629  0.257
H -0.749 -2.616 -4.869  0.247
H -1.711 -3.447 -3.630  0.262
H -0.164 -2.726 -3.188  0.248
H 0.853 -1.037 -4.308  0.220
H 2.481 0.769 -4.583  0.231
H 1.841 3.107 -4.107  0.232
H -0.450 3.636 -3.386  0.213
H -2.604 4.279 -3.605  0.225
H -4.285 3.715 -3.605  0.247
H -3.186 3.187 -4.884  0.244
H -1.674 3.493 -1.297  0.227
H -2.198 2.002 -0.469  0.225
H -3.383 3.246 -0.871  0.248
F -0.265 2.569 4.045  -0.297
C 0.109 1.345 3.648  0.240
C -0.729 0.354 3.946  -0.013
N -0.639 -1.020 3.694  -0.476
C -1.824 -1.535 3.038  -0.340
C -1.838 -1.073 1.594  0.881
O -2.827 -1.225 0.887  -0.640
O -0.761 -0.524 1.096  -0.851
C 0.499 -1.864 3.572  0.689
O 0.342 -2.982 3.143  -0.587
N 1.791 0.034 2.433  -1.011
C 1.411 1.333 2.953  0.630
O 2.119 2.276 2.751  -0.505
H -1.671 0.657 4.395  0.233
H -2.742 -1.219 3.532  0.254
H -1.771 -2.622 3.040  0.301
H 2.768 0.188 2.168  0.440
C 1.625 -1.842 0.140  -1.193
Si 0.897 -0.316 0.854  2.060
C 1.012 1.202 -0.193  -1.198
C 1.851 -1.279 3.830  0.012
C 2.912 -2.193 3.502  -0.268
C 4.087 -2.260 4.215  -0.191
C 4.298 -1.482 5.346  -0.243
C 3.235 -0.737 5.805  -0.182
C 2.032 -0.669 5.114  -0.316
H 2.716 -1.813 0.184  0.273
H 1.342 -1.923 -0.914  0.252
H 1.283 -2.743 0.651  0.280
H 1.811 1.104 -0.934  0.265
H 1.218 2.101 0.388  0.276
H 0.077 1.362 -0.737  0.260
H 2.748 -2.849 2.656  0.212
H 4.846 -2.970 3.909  0.220
H 5.234 -1.517 5.884  0.223
H 3.314 -0.223 6.756  0.222
H 1.194 -0.166 5.576  0.208

Cartesian forces, eV/Å:
-0.055 0.128 0.075
-0.081 0.082 0.197
0.318 -0.242 -0.435
-0.027 0.014 0.129
-0.009 0.287 0.286
-0.127 -0.002 0.003
0.066 -0.092 0.001
0.004 0.069 0.020
-0.007 -0.057 0.002
-0.029 -0.268 -0.025
0.086 0.190 -0.004
-0.015 -0.128 0.044
-0.079 -0.106 -0.089
-0.004 0.013 -0.022
-0.034 -0.006 0.010
-0.019 0.006 -0.022
0.015 0.005 -0.009
0.003 -0.008 -0.028
-0.007 -0.027 0.008
0.014 0.029 -0.050
-0.019 0.013 0.000
-0.033 0.009 -0.033
0.012 -0.016 0.008
-0.002 0.011 -0.038
0.006 0.040 -0.014
-0.023 0.036 -0.009
-0.004 0.020 0.040
0.024 0.023 0.013
0.022 0.016 0.038
0.113 0.093 -0.064
0.055 0.406 0.188
0.206 -0.229 -0.133
-0.011 -0.331 0.012
0.265 0.294 0.026
0.274 -0.234 -0.094
-0.200 -0.127 -0.069
-0.083 -0.094 0.133
-0.005 1.273 -0.761
-0.162 -0.148 0.031
-1.549 2.588 -2.555
0.268 -1.233 -0.863
-0.098 0.618 0.589
0.040 -0.010 0.077
-0.023 0.031 -0.024
-0.137 -0.048 -0.084
0.069 -0.354 0.048
-0.194 -0.228 -0.151
0.835 0.533 0.474
-0.172 -0.026 -0.213
1.122 -3.343 4.196
-0.419 0.349 -0.297
0.191 0.008 -0.419
-0.010 -0.046 0.026
-0.112 0.455 0.120
-0.381 -0.166 -0.533
-0.016 0.045 0.042
-0.009 0.032 0.036
0.046 0.019 0.057
-0.015 -0.043 0.032
-0.014 -0.019 0.046
0.066 -0.030 -0.074
0.080 -0.114 0.092
-0.013 0.065 -0.096
-0.042 -0.073 0.050
-0.029 0.036 -0.047
0.066 0.016 0.108

Properties
energy relative to the best compared isomer or geometry (same formula, charge and spin)	2.789	eV
frontier orbital gap	0.2492	Eh
charge	+1

# 2
Molecular formula: C24H31Cl3N5OPdS2
Method: DFT, ωB97M-V with the def2-TZVPD basis set

Each line ends with the natural charge from an NBO analysis.
Element x y z (Å)
Pd 0.516 1.302 0.369  0.804
Cl 5.819 5.811 0.668  0.025
C 4.270 5.117 0.391  -0.064
C 4.182 3.774 0.041  -0.241
C 2.934 3.221 -0.129  -0.176
Cl 2.760 1.560 -0.568  0.051
C 1.715 3.933 0.042  0.382
O 0.570 3.393 -0.079  -0.720
C 1.882 5.318 0.355  -0.129
Cl 0.460 6.260 0.536  0.038
C 3.122 5.891 0.531  -0.220
H 5.073 3.183 -0.088  0.241
H 3.204 6.937 0.780  0.248
C -4.756 1.430 1.349  -0.412
N -3.730 1.422 2.354  -0.334
C -3.927 1.411 3.704  -0.030
C -2.720 1.401 4.297  -0.072
N -1.742 1.407 3.308  -0.362
C -2.398 1.426 2.091  0.267
S -1.909 1.480 0.489  -0.067
C -0.370 1.401 3.603  0.389
C 0.060 1.440 4.939  -0.255
C 1.412 1.442 5.217  -0.130
C 2.319 1.399 4.169  -0.232
C 1.815 1.347 2.884  0.057
N 0.511 1.350 2.603  -0.512
H -5.729 1.438 1.835  0.229
H -4.667 0.545 0.717  0.226
H -4.653 2.312 0.715  0.238
H -4.904 1.417 4.141  0.245
H -2.502 1.384 5.340  0.241
H -0.632 1.469 5.762  0.226
H 1.749 1.470 6.241  0.238
H 3.383 1.401 4.342  0.240
H 2.497 1.282 2.041  0.211
C -3.203 -4.169 -2.809  -0.611
C -2.154 -4.272 -1.708  -0.399
C -2.325 -3.231 -0.601  -0.408
C -2.248 -1.778 -1.084  -0.237
N -1.041 -1.496 -1.830  -0.571
C 0.127 -1.176 -1.282  0.361
S 0.345 -1.161 0.411  -0.186
N 1.196 -0.925 -2.056  -0.572
C 1.255 -1.019 -3.503  -0.238
C 1.268 -2.454 -4.048  -0.411
C 2.588 -3.200 -3.842  -0.399
C 2.824 -3.665 -2.410  -0.604
H -3.097 -4.998 -3.504  0.225
H -3.107 -3.245 -3.374  0.185
H -4.204 -4.210 -2.385  0.210
H -1.154 -4.189 -2.140  0.188
H -2.224 -5.260 -1.250  0.219
H -1.554 -3.389 0.155  0.219
H -3.297 -3.367 -0.125  0.213
H -2.270 -1.113 -0.215  0.241
H -3.095 -1.543 -1.728  0.212
H -1.090 -1.603 -2.832  0.413
H 2.079 -0.880 -1.566  0.422
H 2.167 -0.510 -3.820  0.228
H 0.407 -0.468 -3.922  0.206
H 1.071 -2.390 -5.120  0.227
H 0.461 -3.038 -3.598  0.193
H 3.417 -2.569 -4.168  0.201
H 2.577 -4.079 -4.489  0.218
H 3.026 -2.836 -1.737  0.186
H 3.682 -4.331 -2.377  0.226
H 1.960 -4.210 -2.035  0.204

Cartesian forces, eV/Å:
-1.405 0.485 -1.670
0.289 0.176 0.022
-0.357 -0.382 -0.148
0.140 0.332 0.085
-0.685 1.405 0.365
0.288 -0.894 -0.199
1.985 0.737 0.215
-1.592 -1.624 0.292
0.023 -0.812 -0.161
-0.241 0.186 0.053
0.251 -0.195 -0.072
0.144 -0.074 0.003
-0.021 0.061 0.043
-0.359 0.038 -0.501
0.927 0.001 0.175
0.407 0.007 0.733
-0.651 -0.013 0.155
-1.123 -0.020 -0.712
0.064 -0.057 0.159
0.776 0.112 -0.610
1.500 0.023 0.192
-0.259 0.005 -0.237
0.023 -0.016 -0.358
-0.152 0.004 0.044
0.440 -0.022 0.585
-0.344 0.096 1.134
0.089 0.000 0.020
-0.021 0.022 0.031
-0.033 -0.020 0.040
-0.184 -0.009 0.079
0.056 -0.006 0.165
-0.060 0.024 0.009
0.013 0.019 0.111
0.079 -0.005 -0.021
-0.099 0.044 0.168
0.234 -0.115 0.127
-0.226 0.083 0.112
0.176 0.018 -0.309
-0.457 -0.367 0.646
0.562 0.306 -0.329
0.366 -0.367 -0.883
0.223 0.875 0.797
-0.154 -0.179 0.282
-0.250 -0.250 -0.375
0.287 0.159 -0.043
-0.247 -0.058 0.131
0.108 0.024 -0.207
-0.059 -0.020 -0.123
-0.064 0.120 -0.123
-0.155 0.026 -0.012
0.083 -0.068 0.015
0.123 -0.016 -0.020
-0.051 0.047 0.087
-0.046 0.006 0.097
-0.077 -0.059 -0.269
0.058 0.072 -0.005
0.087 0.037 0.003
-0.336 0.010 0.028
-0.120 0.086 0.020
0.107 0.073 0.019
-0.098 0.018 -0.003
-0.109 -0.032 -0.041
0.048 -0.007 -0.110
0.062 0.042 -0.053
0.033 0.019 0.148
0.074 -0.052 0.105
-0.088 -0.057 0.099

Properties
energy relative to the best compared isomer or geometry (same formula, charge and spin)	1.918	eV
frontier orbital gap (spin up / spin down)	0.2130 / 0.2152	Eh
charge	+1

no.,energy (Ha)
1,-2551.22441
2,-3586.81069